No. 1
C24H26ClN3O5S | wB97M-V/def2-TZVPD

Structure (XYZ):
```
60
Properties=species:S:1:pos:R:3:forces:R:3
C 3.62675 -3.41809 1.47776 -0.42 0.25 0.08
C 2.80266 -2.16341 1.69054 0.51 0.24 -0.14
O 1.44805 -2.55841 1.91426 -0.16 -0.27 0.00
C 0.56625 -1.56109 1.98906 -0.19 0.00 0.38
O 0.85962 -0.38473 2.00257 0.32 0.23 -0.09
N -0.71181 -2.01148 2.15818 0.08 -0.10 -0.08
C -1.11138 -3.32621 1.71623 0.07 -0.17 -0.15
C -1.47976 -3.26790 0.21897 0.06 -0.44 -0.05
N -2.11955 -1.99571 -0.06725 -0.03 0.00 0.22
C -1.92358 -1.23674 -1.16946 -0.52 0.17 0.18
O -2.33696 -0.09036 -1.23918 -0.04 0.13 -0.23
C -1.18965 -1.85060 -2.32439 1.02 0.52 0.03
S 0.59257 -1.41867 -2.12744 -0.09 -0.03 -0.26
O 1.25889 -1.87155 -3.31902 -0.21 0.31 -0.20
O 1.03686 -1.98484 -0.87711 -0.11 0.25 0.30
C 0.60171 0.32254 -2.02090 0.09 -0.85 0.13
C 0.58745 1.05017 -0.86088 0.13 -0.28 0.10
N 0.46456 2.36663 -1.15092 -0.04 -0.31 0.08
C 0.42940 3.46047 -0.20400 0.11 0.33 0.22
C 0.07729 2.99362 1.18172 0.16 0.05 -0.02
C -1.25573 2.85584 1.54840 0.02 -0.04 0.07
C -1.60563 2.43909 2.81970 -0.08 0.05 -0.03
C -0.61885 2.15323 3.74856 0.06 0.03 -0.02
C 0.71343 2.26957 3.40086 -0.01 0.06 0.02
C 1.05381 2.67978 2.12259 -0.36 0.08 0.08
Cl 2.72498 2.78565 1.70861 0.33 -0.04 -0.05
C 0.39162 2.51809 -2.51282 -0.01 -0.36 -0.81
C 0.26933 3.66106 -3.29450 0.01 0.09 0.13
C 0.21840 3.49648 -4.66248 -0.01 0.08 -0.01
C 0.29386 2.23086 -5.25110 -0.03 -0.04 -0.13
C 0.42049 1.09168 -4.48797 -0.01 0.09 0.03
C 0.46833 1.23355 -3.10343 -0.04 0.44 -0.16
C -2.80770 -1.40313 1.06040 -0.13 0.18 0.09
C -1.79032 -1.04087 2.15098 -0.04 0.25 0.02
H 4.66773 -3.14919 1.32503 0.11 0.01 -0.02
H 3.54934 -4.07309 2.34202 0.06 -0.09 0.07
H 3.26242 -3.94445 0.60039 0.03 -0.11 -0.11
H 2.82994 -1.52172 0.80497 0.03 -0.05 0.18
H 3.15289 -1.58998 2.55716 -0.08 -0.06 -0.16
H -1.96293 -3.64214 2.32551 0.08 -0.05 -0.05
H -0.28889 -4.02252 1.86749 -0.19 -0.04 0.00
H -0.55585 -3.34359 -0.35286 -0.18 -0.09 0.08
H -2.15038 -4.09836 -0.03826 0.09 -0.01 0.04
H -1.26440 -2.92900 -2.40724 0.15 -0.11 0.00
H -1.49161 -1.36630 -3.24876 -0.11 0.02 0.00
H 0.67339 0.69248 0.14763 -0.03 -0.07 0.27
H -0.32524 4.17559 -0.54757 0.10 -0.09 0.04
H 1.40555 3.96132 -0.19223 -0.23 -0.01 -0.06
H -2.02274 3.07029 0.81905 -0.09 0.04 -0.10
H -2.64725 2.33642 3.08420 -0.10 0.00 0.03
H -0.88494 1.82869 4.74288 -0.01 -0.03 0.10
H 1.49034 2.03142 4.10927 0.09 -0.03 0.03
H 0.22116 4.64514 -2.85324 0.00 0.10 0.03
H 0.12347 4.36518 -5.29689 -0.01 0.08 -0.03
H 0.25543 2.15311 -6.32741 0.00 -0.02 -0.09
H 0.50009 0.11217 -4.93312 0.01 -0.08 -0.09
H -3.32201 -0.50864 0.70790 0.00 -0.15 0.13
H -3.54514 -2.12124 1.43142 0.00 0.05 -0.02
H -2.27579 -1.02631 3.13379 -0.04 0.08 -0.07
H -1.34994 -0.05982 1.96233 -0.14 -0.16 0.03
```
Forces are in eV/Å.

Its HOMO energy is -8.246 eV. As for the total charge: 0. As for the HOMO-LUMO gap: 8.92 eV. Its SMILES is CCOC(=O)N1CCN(C(=O)CS(=O)(=O)c2cn(Cc3ccccc3Cl)c3ccccc23)CC1.



No. 2
C49H58MoN6O5PS2 | wB97M-V/def2-TZVPD

Structure (XYZ):
```
122
Properties=species:S:1:pos:R:3:forces:R:3
Mo 0.02142 0.27337 0.47224 0.43 -0.04 -0.15
C -4.52372 -0.57715 0.31673 0.02 0.01 -0.02
O -4.59878 0.76192 -0.17158 0.01 0.07 0.00
C -4.06660 1.73108 0.62544 0.10 0.09 0.10
C -4.86372 2.80212 0.97138 -0.09 -0.08 0.01
C -4.38338 3.86378 1.74493 -0.05 -0.06 0.17
C -3.07910 3.83691 2.18215 -0.06 -0.13 0.01
C -2.23801 2.77299 1.82456 -0.01 -0.19 0.12
C -0.90750 2.71536 2.36264 0.18 -0.27 -0.18
N 0.01517 1.87379 2.02947 -0.18 0.43 0.08
N 1.11953 1.95135 2.88705 0.05 -0.34 -0.23
C 1.98789 1.05950 2.52167 0.11 -0.07 0.05
O 1.84812 0.28293 1.50568 -0.25 0.06 0.25
C 3.23773 0.89999 3.31209 -0.09 0.11 0.06
C 3.99014 -0.25828 3.15834 0.03 0.05 0.01
C 5.15586 -0.42747 3.89038 0.01 -0.05 0.00
C 5.57394 0.55672 4.77211 0.05 0.05 0.03
C 4.82296 1.71652 4.92756 -0.01 -0.02 0.00
C 3.65490 1.88809 4.20468 -0.02 -0.12 -0.12
C -2.70387 1.69879 1.04101 -0.17 0.03 -0.11
O -1.96109 0.68425 0.71929 0.08 0.11 0.15
H -5.03576 -1.18626 -0.42513 0.01 -0.04 0.02
H -5.04083 -0.65132 1.27923 0.01 -0.04 0.00
H -3.49119 -0.90695 0.42594 -0.05 -0.02 0.01
H -5.88889 2.78807 0.62200 0.00 0.02 -0.02
H -5.03849 4.68477 2.00504 0.00 0.01 0.00
H -2.68408 4.63803 2.79580 0.03 0.00 0.02
H -0.66985 3.39427 3.17796 0.09 -0.01 -0.02
H 3.65386 -1.01963 2.46665 -0.04 0.01 0.00
H 5.73698 -1.33364 3.77344 0.01 0.00 -0.01
H 6.48795 0.42327 5.33728 0.01 0.00 0.02
H 5.14968 2.48721 5.61462 0.01 0.00 0.00
H 3.05503 2.78107 4.30928 -0.02 0.02 0.00
N 1.32714 -1.24835 -0.41090 0.13 0.04 0.08
C 1.58428 -2.58608 0.04227 -0.07 -0.11 0.02
C 2.16397 -3.44345 -0.89386 -0.02 0.06 0.07
C 2.42896 -4.76465 -0.59983 0.00 0.00 -0.04
C 2.07787 -5.24649 0.65127 0.03 -0.03 -0.01
C 1.47889 -4.40590 1.56595 -0.04 0.05 0.01
C 1.22346 -3.04642 1.31272 0.02 -0.02 -0.12
C 0.49570 -2.26000 2.35442 -0.03 -0.05 0.06
C 0.58276 -2.73529 3.66952 0.01 -0.01 0.00
C -0.20164 -2.22998 4.68970 0.03 -0.03 0.01
C -1.12393 -1.24470 4.38999 -0.03 0.06 0.00
C -1.16071 -0.71642 3.10848 -0.06 0.05 0.11
C -0.32309 -1.14539 2.07322 0.02 0.06 -0.16
H 0.97259 -1.27500 -1.36126 0.05 0.03 -0.01
H 2.13577 -0.61692 -0.45094 0.04 -0.16 0.04
H 2.39613 -3.04520 -1.87334 0.02 -0.01 -0.01
H 2.87327 -5.41081 -1.34531 0.01 -0.01 0.00
H 2.23624 -6.28669 0.90646 0.00 -0.01 -0.01
H 1.14466 -4.83444 2.49844 -0.01 0.01 0.01
H 1.29358 -3.51268 3.91436 0.03 0.00 0.00
H -0.09207 -2.61106 5.69761 -0.01 0.00 0.01
H -1.78093 -0.84665 5.15435 -0.01 -0.01 0.02
H -1.85277 0.09448 2.92398 0.02 -0.02 -0.01
O -1.82922 -3.45147 -1.01464 -0.01 0.12 -0.05
C -2.62824 -3.07656 -2.03612 0.04 -0.05 0.05
C -3.42977 -4.06742 -2.60996 0.06 0.01 0.06
C -4.28248 -3.76590 -3.65049 -0.03 0.00 -0.01
C -4.35991 -2.46432 -4.13944 0.01 -0.02 -0.01
C -3.56932 -1.48467 -3.57330 0.01 0.05 0.00
C -2.69053 -1.76232 -2.52432 0.00 0.02 -0.02
C -1.88447 -0.65891 -1.92849 -0.04 0.14 -0.09
O -1.06205 -0.98464 -0.97328 0.08 -0.04 0.11
N -2.07480 0.53561 -2.39439 0.02 -0.21 0.06
N -1.34045 1.46655 -1.68250 -0.15 0.32 -0.16
C -1.80080 2.63856 -1.79897 0.06 0.11 0.10
S -1.05982 3.99816 -0.95397 0.08 0.02 -0.17
C -2.59090 4.95923 -0.95946 -0.08 0.07 -0.11
C -3.20251 4.80895 -2.34165 0.09 0.08 0.00
S -3.24831 3.04103 -2.73709 -0.06 -0.06 -0.09
H -1.35751 -2.63479 -0.72537 -0.03 -0.04 0.03
H -3.35735 -5.06808 -2.20441 0.00 -0.02 -0.01
H -4.89751 -4.54751 -4.07979 -0.01 -0.01 -0.01
H -5.03095 -2.21985 -4.95188 -0.01 0.00 -0.01
H -3.61596 -0.46211 -3.92210 0.01 0.01 0.00
H -2.33778 5.99854 -0.74401 0.03 -0.01 0.00
H -3.27099 4.59014 -0.19096 0.17 0.04 -0.15
H -2.61179 5.35364 -3.08026 -0.01 -0.06 -0.02
H -4.22698 5.18242 -2.36765 -0.02 -0.03 0.02
C 5.58363 1.01768 -2.71102 -0.06 0.05 -0.02
C 4.34961 0.66462 -1.86529 0.09 -0.09 -0.06
C 4.81641 0.39280 -0.42686 -0.03 0.02 0.00
C 3.84084 -0.68080 -2.43826 -0.08 -0.05 0.03
P 2.85415 1.88455 -1.74995 -0.14 0.15 0.10
N 1.61641 1.26502 -1.07838 -0.31 -0.04 0.16
C 3.49937 3.44901 -0.82758 0.15 0.09 -0.01
C 4.95208 3.89026 -1.04011 0.05 -0.10 -0.07
C 3.28243 3.19434 0.66598 0.01 -0.05 -0.08
C 2.63628 4.67401 -1.15365 -0.01 -0.01 -0.08
C 2.55038 2.41444 -3.55044 0.02 0.03 -0.12
C 3.60634 3.30600 -4.21476 0.04 0.03 0.05
C 2.40528 1.15807 -4.41979 -0.01 -0.02 0.00
C 1.18822 3.11314 -3.61882 0.02 0.00 -0.02
H 6.32304 0.21903 -2.58223 0.01 -0.01 0.02
H 6.06630 1.95052 -2.43797 0.00 0.13 0.08
H 5.34458 1.05325 -3.77455 0.02 0.01 0.04
H 5.45151 -0.49828 -0.41781 0.02 -0.01 0.01
H 3.97107 0.22032 0.24086 -0.01 -0.01 0.05
H 5.40630 1.20956 -0.01594 -0.01 0.10 0.03
H 4.23614 -1.51356 -1.85087 -0.01 0.00 0.01
H 4.17246 -0.82557 -3.46621 0.00 -0.02 0.02
H 2.75750 -0.75006 -2.43874 -0.02 0.01 0.01
H 5.67392 3.17621 -0.64993 0.04 -0.09 -0.01
H 5.10883 4.82700 -0.49350 -0.01 0.00 0.01
H 5.18857 4.08685 -2.08598 0.00 -0.02 -0.04
H 3.96698 2.45462 1.07649 0.02 -0.07 -0.01
H 2.26524 2.85073 0.83729 0.02 0.08 -0.04
H 3.44173 4.13034 1.21077 0.00 0.01 0.05
H 2.80195 5.06270 -2.15637 0.01 0.00 -0.03
H 2.89944 5.47119 -0.45061 -0.01 0.00 0.01
H 1.58080 4.46373 -1.03852 -0.19 -0.05 0.05
H 4.61071 2.88696 -4.17446 -0.03 0.03 0.00
H 3.64327 4.30496 -3.78648 0.00 0.04 0.05
H 3.34504 3.42255 -5.27217 -0.01 0.01 -0.01
H 3.35378 0.65140 -4.59116 -0.02 0.02 -0.01
H 2.01455 1.45924 -5.39604 -0.01 0.00 -0.03
H 1.69671 0.45536 -3.98066 -0.02 -0.02 0.01
H 1.16049 4.06602 -3.09764 0.01 -0.02 -0.02
H 0.42279 2.46969 -3.19233 -0.03 -0.04 0.03
H 0.94582 3.29970 -4.67052 -0.02 0.00 -0.02
```
Forces are in eV/Å.

Its HOMO energy (alpha / beta) is -4.348 / -4.507 eV. As for the total charge: -1. As for the HOMO-LUMO gap (alpha / beta): 6.65 / 6.63 eV. As for the energy relative to the best compared isomer or geometry (same formula, charge and spin): 111.2 kJ/mol. The multiplicity is 3. Its expectation value of S² is 2.0184.



No. 3
C4H10N2O2 | wB97M-V/def2-TZVPD

Structure (XYZ):
```
18
Properties=species:S:1:pos:R:3:forces:R:3
C -0.70456 0.48890 -0.62784 0.19 -0.05 0.30
C 1.48784 1.02944 0.57136 -0.13 -0.05 0.01
C -0.71071 0.35929 -2.13898 0.00 -0.03 0.10
N 0.59105 0.01255 0.01260 -0.16 0.09 -0.06
C -0.13470 -0.78370 0.92115 -0.13 0.36 -0.02
N 0.33078 -2.02518 1.21129 -0.10 0.07 -0.05
O -1.32846 1.42149 -0.04986 0.17 -0.24 0.00
O -0.84332 -0.21832 1.91056 0.13 -0.11 -0.34
H -1.19880 0.63076 1.50673 0.06 -0.05 -0.08
H -1.18224 -0.73301 -0.21371 0.01 -0.05 0.10
H -0.22117 -2.59899 1.83022 0.02 0.06 -0.05
H 0.83957 -2.48887 0.47742 -0.03 0.05 0.03
H 0.95719 1.78463 1.15853 0.01 -0.04 -0.03
H 2.23485 0.54276 1.19882 -0.03 0.01 -0.02
H 2.00250 1.52395 -0.25205 -0.02 -0.02 0.03
H -0.08865 1.16287 -2.54259 -0.03 -0.03 0.03
H -0.30432 -0.59654 -2.46541 -0.02 0.03 0.04
H -1.72686 0.48797 -2.50826 0.04 0.00 0.02
```
Forces are in eV/Å.

Its HOMO energy is -8.855 eV. As for the total charge: 0. As for the HOMO-LUMO gap: 9.58 eV. As for the energy relative to the best compared isomer or geometry (same formula, charge and spin): 347.8 kJ/mol.